[1]
The following is a DFT calculation (the ωB97M-V functional and the def2-TZVPD basis) of C9H27ClI2P3Pb as an isolated structure in a non-equilibrium geometry.

Last column: natural (NBO) charge in e.
Atoms and positions in Å:
I1 0.913 1.718 1.064  0.096
I2 0.998 -1.622 1.273  0.240
Pb1 -0.718 -0.366 -2.482  1.469
P1 -2.934 -0.005 -0.218  0.668
C1 -4.152 0.042 1.167  -0.913
C2 -3.646 1.335 -1.241  -0.930
H1 -4.740 1.262 -1.316  0.270
H2 -4.745 -1.346 -1.207  0.276
H3 -3.208 1.319 -2.250  0.208
H4 -3.222 -1.499 -2.140  0.193
H5 -4.025 0.955 1.763  0.241
H6 -3.376 2.293 -0.775  0.255
C3 -3.651 -1.424 -1.129  -0.931
H7 -5.171 0.011 0.745  0.263
H8 -3.393 -2.343 -0.584  0.253
H9 -4.001 -0.815 1.837  0.238
P2 3.075 0.029 -0.312  1.213
C4 4.250 0.084 1.096  -0.973
C5 3.761 -1.394 -1.226  -0.976
H10 3.356 1.233 -2.366  0.268
H11 4.852 1.286 -1.390  0.301
H12 3.466 2.334 -0.947  0.264
C6 3.756 1.362 -1.352  -0.971
H13 3.368 -1.362 -2.253  0.265
H14 4.859 -1.315 -1.259  0.300
H15 5.272 0.055 0.677  0.290
H16 4.097 -0.789 1.747  0.259
H17 3.473 -2.327 -0.728  0.262
H18 4.117 1.012 1.670  0.263
Cl1 0.354 -0.091 -4.641  -0.583
C7 1.617 0.276 4.146  -1.012
P3 0.059 0.231 3.218  1.316
C8 -0.955 -1.123 3.939  -0.954
C9 -1.000 1.604 3.832  -0.978
H19 2.210 -0.618 3.918  0.273
H20 1.395 0.303 5.233  0.308
H21 2.199 1.165 3.876  0.281
H22 -1.132 -0.839 4.987  0.299
H23 -1.910 -1.206 3.399  0.278
H24 -0.429 -2.083 3.902  0.267
H25 -1.180 1.403 4.902  0.291
H26 -0.519 2.583 3.712  0.278
H27 -1.956 1.605 3.279  0.275

Computed properties:
net charge	+3
HOMO (spin up / spin down)	-17.53 / -17.53	eV
electronic energy	-2630.4958	a.u.



[2]
The following is a DFT calculation (the ωB97M-V functional and the def2-TZVPD basis) of C18H21IrN5O4P as an isolated structure in a non-equilibrium geometry.

Last column: natural (NBO) charge in e.
Atoms and positions in Å:
Ir1 -1.087 0.262 1.623  1.142
O1 -0.987 2.342 4.981  -0.500
C1 -0.774 1.723 3.982  0.731
O2 -1.481 0.721 3.512  -0.661
C2 0.448 2.017 3.133  0.144
C3 1.454 2.830 3.652  -0.216
C4 2.574 3.042 2.903  -0.058
C5 2.664 2.477 1.613  -0.111
C6 3.792 2.712 0.790  -0.134
C7 3.861 2.206 -0.473  -0.194
C8 2.783 1.446 -0.968  -0.167
C9 1.685 1.189 -0.195  -0.219
C10 1.598 1.684 1.121  0.230
N1 0.511 1.447 1.929  -0.366
H1 1.291 3.248 4.635  0.284
H2 3.391 3.647 3.275  0.251
H3 4.596 3.319 1.188  0.245
H4 4.722 2.398 -1.098  0.249
H5 2.825 1.072 -1.984  0.218
H6 0.854 0.631 -0.587  0.170
C11 -0.336 -1.103 -3.746  -0.063
N2 -0.426 -2.115 -2.621  -0.245
C12 -1.777 -2.803 -2.655  -0.065
N3 -2.795 -1.815 -2.520  -0.406
C13 -2.694 -0.830 -3.598  -0.080
N4 -1.390 -0.160 -3.571  -0.406
C14 -1.253 0.754 -2.458  -0.513
P1 -1.625 0.082 -0.732  1.025
C15 0.200 -1.943 -1.527  0.063
C16 -2.919 -1.202 -1.206  -0.553
H7 -0.481 -1.654 -4.673  0.245
H8 0.655 -0.652 -3.725  0.231
H9 -1.797 -3.553 -1.866  0.232
H10 -1.854 -3.282 -3.629  0.244
H11 -3.485 -0.091 -3.494  0.240
H12 -2.814 -1.336 -4.556  0.234
H13 -2.032 1.518 -2.520  0.289
H14 -0.285 1.256 -2.488  0.251
H15 -0.042 -2.556 -0.665  0.235
H16 1.080 -1.307 -1.495  0.236
H17 -3.841 -0.614 -1.188  0.282
H18 -3.012 -1.980 -0.446  0.245
C17 0.646 -3.396 3.887  -0.741
C18 0.240 -2.284 3.049  0.513
N5 -0.090 -1.396 2.406  -0.467
H19 1.533 -3.874 3.474  0.284
H20 -0.166 -4.119 3.950  0.290
H21 0.869 -3.021 4.886  0.298
O3 -2.245 1.713 1.032  -0.386
O4 -2.585 1.352 -0.335  -0.549

Computed properties:
net charge	+2
HOMO	-14.80	eV
electronic energy	-1718.2608	a.u.



[3]
The following is a DFT calculation (the ωB97M-V functional and the def2-TZVPD basis) of one molecule with the formula C5H7NO2 in a non-equilibrium geometry.

Last column: natural (NBO) charge in e.
Atoms and positions in Å:
C1 2.247 -0.452 -0.117  -0.250
O1 1.471 0.493 0.687  -0.516
C2 0.209 0.596 0.242  0.376
N1 -0.515 1.679 0.139  -0.501
C3 -1.862 1.469 -0.051  -0.149
C4 -2.163 0.096 -0.037  -0.361
C5 -1.000 -0.654 0.089  0.185
O2 -0.694 -1.939 0.126  -0.696
H1 1.906 -1.456 0.182  0.204
H2 3.278 -0.247 0.246  0.193
H3 2.117 -0.151 -1.134  0.186
H4 -0.157 2.579 0.102  0.410
H5 -2.476 2.473 0.016  0.213
H6 -3.143 -0.233 -0.311  0.225
H7 -0.938 -2.479 -0.697  0.481

Computed properties:
net charge	0
HOMO	-6.59	eV
structure (SMILES)	COc1[nH]ccc1O
electronic energy	-399.8365	a.u.



[4]
The following is a DFT calculation (the ωB97M-V functional and the def2-TZVPD basis) of C21H28N2O3 as an isolated structure in a non-equilibrium geometry.

Last column: natural (NBO) charge in e.
Atoms and positions in Å:
C1 3.209 -2.987 5.723  -0.650
C2 1.916 -2.467 5.218  0.174
N1 1.326 -1.527 5.705  -0.194
O1 0.151 -1.360 5.260  -0.213
C3 0.143 -2.197 4.400  0.411
C4 1.092 -3.112 4.420  -0.297
C5 1.337 -4.299 3.649  0.049
H1 2.665 -4.311 3.194  0.120
O2 0.796 -4.499 2.302  -0.530
C6 0.768 -3.421 1.343  0.288
C7 1.604 -2.580 1.301  -0.289
C8 1.686 -1.572 0.362  -0.214
C9 0.801 -1.405 -0.619  0.050
C10 -0.193 -2.742 -0.796  -0.151
C11 0.019 -3.609 0.258  -0.218
H2 -0.864 -4.522 0.349  0.215
H3 -0.894 -2.659 -1.463  0.192
C12 0.498 -0.488 -1.653  -0.536
H4 0.386 -0.940 -2.872  0.235
H5 1.378 0.016 -1.779  0.245
C13 -0.480 0.443 -1.351  0.635
O3 -1.353 0.214 -0.286  -0.620
N2 -0.860 1.298 -2.370  -0.629
H6 -0.369 1.333 -3.078  0.359
C14 -1.592 2.317 -2.339  0.009
C15 -2.625 2.590 -3.569  -0.410
C16 -2.268 3.889 -4.287  -0.427
C17 -0.777 3.825 -4.840  -0.364
H7 -0.782 4.369 -5.574  0.185
C18 -0.155 4.850 -3.666  -0.334
H8 -0.598 5.667 -3.670  0.174
C19 0.219 4.188 -2.290  -0.400
H9 0.742 3.311 -2.410  0.177
C20 -1.179 3.815 -1.542  -0.351
H10 -1.951 4.550 -1.629  0.200
H11 -1.057 3.423 -0.728  0.169
H12 0.724 4.944 -1.714  0.205
H13 0.654 5.016 -4.017  0.171
H14 -0.311 2.905 -4.785  0.189
H15 -2.893 3.408 -5.306  0.196
H16 -2.830 4.753 -3.929  0.237
H17 -3.879 2.453 -3.136  0.217
H18 -2.482 1.596 -3.948  0.199
H19 -2.499 2.110 -1.276  0.206
H20 2.314 -0.690 0.444  0.200
H21 2.290 -2.093 2.115  0.234
H22 1.226 -5.116 4.042  0.163
C21 -1.327 -2.183 3.559  -0.492
H23 -1.982 -2.012 4.064  0.153
H24 -1.183 -1.892 2.732  0.191
H25 -1.471 -3.402 3.183  0.176
H26 3.316 -4.055 6.030  0.232
H27 3.707 -2.289 6.346  0.238
H28 3.889 -2.854 4.928  0.223

Computed properties:
net charge	0
HOMO	-8.46	eV
electronic energy	-1151.2924	a.u.